Record 1
The molecule C4H6N2 in a non-equilibrium geometry. Source: OMol25; level of theory: ωB97M-V/def2-TZVPD.

```
12
Properties=species:S:1:pos:R:3
C -1.32800 0.23109 0.95646
N -0.02893 0.55293 0.39137
C 0.08752 0.50361 -1.04570
C 0.68470 -0.56471 -0.19330
C 2.12581 -0.57990 -0.04952
N 3.28119 -0.53838 -0.07289
H -1.18522 -0.15811 1.96812
H -1.88656 -0.51405 0.36448
H -1.92203 1.14740 1.01354
H 0.74492 1.24556 -1.49215
H -0.78122 0.21899 -1.63752
H 0.20781 -1.54443 -0.20290
```

Computed properties:
M (Da): 82.11
Kohn-Sham gap (eV): 10.96
Calculated total energy (eV): -7223.706
E_LUMO (eV): 0.90

Atom charges from the Löwdin analysis, given in e for atoms 1 to 5: number 1, C, carries -0.095; number 2, N, carries -0.122; number 3, C, carries -0.099; number 4, C, carries -0.289; number 5, C, carries -0.170



Record 2
A structure of composition C46H30AgCl3F14GeN3O2S2. Source: OMol25; level of theory: ωB97M-V/def2-TZVPD.

```
102
Properties=species:S:1:pos:R:3
Ag 0.58515 -1.54477 -0.08536
F -1.42334 -0.56311 6.98234
C -0.73412 -0.65672 5.83597
C -1.32098 -1.17781 4.70080
F -2.59138 -1.59338 4.74597
C -0.59868 -1.27640 3.52340
F -1.23733 -1.80669 2.47688
C 0.72760 -0.85827 3.41316
S 1.71429 -0.89344 1.97544
C 1.28229 -0.34187 4.58880
F 2.55409 0.08917 4.59136
C 0.58193 -0.23755 5.77308
F 1.16834 0.26973 6.86791
Cl 7.30458 -1.09673 2.14330
C 6.44307 0.18318 1.34196
C 5.12657 0.44450 1.67816
C 4.46057 1.46816 1.02589
C 5.08087 2.22593 0.03681
C 4.29254 3.25764 -0.73184
C 3.77824 2.67109 -2.06454
N 3.30809 1.30996 -1.92396
C 4.08444 0.18421 -2.10296
C 3.36611 -0.85077 -1.59632
N 2.17614 -0.37309 -1.10408
C 2.17180 0.92276 -1.30204
O 3.24072 3.68794 0.10342
C 2.58234 4.86971 -0.32869
C 1.97204 5.51710 0.87053
C 2.17025 6.80466 1.25852
Cl 3.14364 7.98850 0.47329
S 1.31937 7.20840 2.69330
C 0.68646 5.61667 2.79837
C 1.10845 4.83238 1.77696
C 6.40000 1.92552 -0.27507
Cl 7.23146 2.80379 -1.53768
C 7.09697 0.91797 0.36849
H 4.60840 -0.14795 2.42047
H 3.42704 1.66240 1.27917
H 4.93563 4.11168 -0.97956
H 4.58492 2.67487 -2.79702
H 2.97032 3.29158 -2.45110
H 5.05164 0.23189 -2.57311
H 3.61226 -1.89826 -1.56909
H 1.34898 1.56927 -1.03354
H 1.80228 4.62681 -1.06044
H 3.29333 5.55458 -0.80286
H 0.03136 5.34831 3.61070
H 0.82906 3.79605 1.65910
H 8.12359 0.70615 0.10766
C -0.37151 -2.53671 -1.70131
C 0.57404 -2.38748 -2.82933
C 1.47996 -3.39956 -3.15638
C 2.38650 -3.24478 -4.18855
C 2.40625 -2.06122 -4.92312
C 1.49780 -1.04511 -4.61741
C 0.59586 -1.21034 -3.58796
C 3.36318 -1.88325 -5.97900
N 4.13585 -1.74005 -6.81974
H -0.66206 -3.56916 -1.53985
H -1.24802 -1.90158 -1.80378
H 1.47485 -4.31737 -2.57957
H 3.08715 -4.03386 -4.42955
H 1.51315 -0.12604 -5.18936
H -0.08552 -0.41049 -3.32758
F -1.36101 1.70757 -2.85624
C -2.33970 1.25355 -2.05994
F -3.39537 2.06440 -2.24462
F -2.68506 0.03914 -2.53121
C -1.82846 1.13901 -0.57629
O -0.61565 0.63924 -0.53915
C -2.87872 0.27512 0.22327
F -4.15704 0.47913 -0.14284
F -2.63772 -1.04506 0.05832
F -2.80208 0.50616 1.53961
C -1.86220 2.57858 0.05044
F -1.21413 2.60026 1.21870
F -3.09553 3.07014 0.27688
F -1.23469 3.45621 -0.75855
Ge -3.36933 -3.66665 0.13521
C -4.70101 -3.04743 -1.20009
C -4.21793 -2.81049 -2.49020
C -5.05428 -2.37013 -3.50600
C -6.40614 -2.18844 -3.25278
C -6.91458 -2.44697 -1.98666
C -6.06795 -2.86601 -0.97003
C -4.34132 -3.29043 1.82012
C -4.18507 -4.23253 2.83949
C -4.81018 -4.07783 4.07013
C -5.57400 -2.94721 4.31489
C -5.71508 -1.98104 3.32690
C -5.11342 -2.15685 2.08987
H -0.30572 -2.71426 0.37823
H -3.16247 -2.95744 -2.70022
H -4.65268 -2.16794 -4.49124
H -7.06449 -1.84652 -4.04203
H -7.97178 -2.31285 -1.79085
H -6.47778 -3.05983 0.01387
H -3.55266 -5.10063 2.67545
H -4.68101 -4.82525 4.84353
H -6.04317 -2.80736 5.28095
H -6.29075 -1.08483 3.52340
H -5.23878 -1.39326 1.33020
```

Computed properties:
Total charge: -1
M (Da): 1273.71
Kohn-Sham gap (eV): 6.82
Calculated total energy (eV): -214552.670
E_LUMO (eV): 1.55

Atom charges from the Löwdin analysis, given in e for atoms 1 to 5: number 1, Ag, carries 0.754; number 2, F, carries 0.103; number 3, C, carries -0.150; number 4, C, carries -0.145; number 5, F, carries 0.115